(1)
Density functional theory data (wB97M-V/def2-TZVPD) for 6 unconnected molecules or ions with the total composition C12H36O6.

Output
Frontier orbital gap in eV: 8.6
ΔE to the lowest compared entry with this formula, charge and spin in eV: 10.3163
Total charge: 0
Calculated total energy in eV: -25302.8850
Structure (SMILES): CCO.CCO.CCO.CCO.CCO.CCO

Last column: Mulliken charge in e.
Geometry (Å):
C -1.79779 0.67845 -4.18547  -0.7362
C -2.45179 1.07722 -2.81856  -0.6108
O -2.18153 -0.08224 -1.98400  -0.4458
H -0.76836 0.40677 -3.95190  0.1780
H -1.67158 1.54103 -4.83978  0.3704
H -2.35341 -0.13838 -4.64609  0.3084
H -3.48705 1.27610 -3.09566  0.3745
H -2.04477 1.98472 -2.37258  0.1554
H -2.90670 -0.70198 -2.09193  0.3375
C -0.22667 2.99474 0.06637  -0.7579
C 0.38872 1.95408 1.07640  1.5706
O 1.43868 1.45270 0.35921  -0.4706
H 0.36215 3.87960 -0.17531  0.3313
H -1.14770 3.30609 0.55917  0.4466
H -0.60066 2.47759 -0.81726  -0.1961
H -0.26675 1.08464 1.12687  -1.1170
H 0.67893 2.23923 2.08762  0.4406
H 1.19593 1.26752 -0.55094  -0.8278
C 1.64731 -2.93193 1.76054  -0.5694
C 1.17549 -2.09611 3.00453  0.7875
O 0.76092 -3.04114 3.98955  -0.5751
H 1.00261 -3.70858 1.34911  0.2805
H 2.67443 -3.27524 1.88410  0.4098
H 1.70829 -2.19593 0.95886  -0.2157
H 0.31237 -1.45334 2.83138  -0.7779
H 1.90688 -1.48484 3.53322  0.3657
H 1.53463 -3.31262 4.48883  0.3223
C 0.25315 -2.08639 -0.56102  -2.4562
C -0.37055 -0.67561 -0.47491  1.9486
O -0.04520 0.31334 -1.48333  -0.2907
H 0.08283 -2.80634 0.23946  0.3760
H 1.30804 -1.87982 -0.74167  0.7002
H -0.02914 -2.68912 -1.42423  0.3173
H -0.09861 -0.19684 0.46580  -0.9080
H -1.45128 -0.81425 -0.44507  0.3271
H -0.87715 0.59409 -1.87143  0.0351
C 2.51938 1.91059 -1.76356  -0.7798
C 2.78688 0.44479 -1.41011  -0.1366
O 2.22457 -0.39756 -2.47873  -0.6686
H 3.12729 2.42448 -1.01894  0.3558
H 1.48591 2.20082 -1.57437  0.2747
H 2.85436 2.10757 -2.78193  0.3678
H 2.30191 0.13242 -0.48527  0.2009
H 3.83622 0.22360 -1.21501  0.4646
H 1.26661 -0.34373 -2.51052  0.4255
C -1.49381 0.19982 1.81973  -0.6652
C -1.98119 -0.61829 2.98020  -0.8685
O -2.03503 0.28122 4.00726  -0.5162
H -1.44628 -0.36599 0.88930  0.1582
H -0.52671 0.63855 2.06537  0.3493
H -2.15685 1.03921 1.61019  0.5629
H -1.43121 -1.54898 3.11968  0.3457
H -2.95910 -1.01352 2.70525  0.3628
H -2.02752 -0.27215 4.79169  0.3384

(2)
Density functional theory data (wB97M-V/def2-TZVPD) for a molecular structure, C31H41Br36ClF9N4O2.

Output
Frontier orbital gap in eV: 8.2
ΔE to the lowest compared entry with this formula, charge and spin in eV: 0.0000
Total charge: +1
Calculated total energy in eV: -2601366.2030

Last column: Mulliken charge in e.
Geometry (Å):
C 3.28631 2.61134 3.62728  -1.1178
C 2.76031 1.29319 3.04095  0.1870
C 1.41132 1.51121 2.38812  -0.4085
O 1.14664 0.35163 1.59715  0.0694
N -0.15636 0.37025 1.00520  0.2573
C 0.20681 0.81851 -0.28979  -0.9626
N 0.15526 2.09532 -0.57304  0.1217
N 0.54587 -0.15684 -1.11008  0.7040
C 1.52752 -0.01914 -2.18783  -0.6612
Cl 0.70969 0.60567 -3.64367  -0.0747
C 2.73533 0.84565 -1.81452  0.4648
C 4.01534 0.34338 -2.48233  -1.4555
C 0.48017 -1.41185 -0.33930  -2.3521
C -0.52432 -1.07367 0.77906  1.9278
C -0.25367 -1.95940 1.99701  -1.4291
C -1.04124 -1.76303 3.28825  -1.5355
N -0.61940 -0.61123 4.11534  0.8090
C 0.32616 -1.04840 5.16414  -0.1914
C 0.71897 0.06932 6.11998  -1.4606
C -1.80398 -0.03766 4.69961  0.4066
C -2.50776 0.99103 3.86816  -0.8118
O -2.19587 -0.35939 5.78969  -0.5805
C -2.00555 -1.03892 0.32112  0.2641
F -2.12892 -0.36664 -0.85263  -0.2156
F -2.69224 -0.33318 1.24465  -0.2796
C -2.83869 -2.34812 0.15766  0.3680
F -2.87547 -2.97103 1.34369  -0.2815
F -4.08001 -1.95432 -0.15448  -0.2161
C -2.44215 -3.41210 -0.89880  0.3114
F -3.37256 -4.37283 -0.81881  -0.2947
F -1.25432 -3.94619 -0.54165  -0.1955
C -2.36001 -3.02145 -2.39873  0.7268
F -3.43772 -2.40393 -2.81884  -0.0487
F -1.29259 -2.24335 -2.62752  -0.1670
F -2.19594 -4.14130 -3.08338  -0.2744
H 3.59158 2.50630 4.66733  0.3931
H 2.52309 3.39065 3.59046  0.3415
H 4.15440 2.95141 3.06675  0.0774
H 2.72611 0.47770 3.76092  -0.0392
H 3.44064 0.96271 2.24890  0.3720
H 0.61603 1.65273 3.12009  0.2302
H 1.47448 2.40497 1.75544  0.2573
H 0.48801 2.44872 -1.45928  0.3314
H -0.30905 2.72893 0.05935  0.3593
H 1.85293 -1.02853 -2.42720  0.6818
H 2.86123 0.81842 -0.72800  -0.2197
H 2.55553 1.87093 -2.14172  0.2182
H 4.13571 -0.73041 -2.33333  0.4182
H 4.86977 0.83754 -2.02199  0.3416
H 4.02684 0.57643 -3.54585  0.3430
H 1.45747 -1.56650 0.12647  0.5612
H 0.29525 -2.28366 -0.95104  0.7638
H 0.81043 -1.93325 2.18636  -0.0690
H -0.48536 -2.97806 1.67215  0.6958
H -2.11402 -1.71499 3.10743  0.8927
H -0.88320 -2.67395 3.87368  0.4103
H 1.21735 -1.42809 4.64788  -0.0318
H -0.09247 -1.87981 5.74184  0.3690
H 1.68035 -0.16160 6.57909  0.3612
H 0.81666 1.02609 5.60154  0.2769
H -0.01709 0.18772 6.91145  0.4540
H -2.26812 1.96990 4.29187  0.3369
H -3.58448 0.84781 3.93330  0.3440
H -2.17265 0.98282 2.83489  0.0089
C -7.55334 -2.21615 -2.90526  0.0906
Br -8.93703 -3.15952 -3.83266  0.0029
Br -8.27101 -0.99743 -1.59770  -0.0533
Br -6.27562 -3.40701 -2.10855  0.0188
H -7.02521 -1.61695 -3.63409  -0.1026
C 5.08055 5.35540 0.97026  -0.4426
Br 3.61010 4.28704 0.30563  -0.0156
Br 4.54807 6.38725 2.49097  0.0029
Br 6.61288 4.25584 1.32696  -0.0361
H 5.34952 6.04127 0.17793  0.4670
C 4.28246 -3.35544 3.88568  -0.4016
Br 3.36182 -2.40870 2.46931  0.0225
Br 6.17489 -3.08242 3.77024  -0.0062
Br 3.58380 -2.86962 5.60011  0.0019
H 4.08390 -4.40607 3.72959  0.4251
C -4.74856 0.86574 -4.83384  -0.3847
Br -4.88742 -0.73799 -5.88427  -0.0840
Br -3.46613 0.64753 -3.41321  0.0390
Br -4.36685 2.40887 -5.90371  0.0280
H -5.71006 1.02225 -4.36545  0.3508
C 0.04104 -8.04919 -3.27652  -0.3308
Br 1.81623 -7.34515 -3.49301  -0.0211
Br -1.07014 -6.83661 -2.27873  0.0128
Br -0.76246 -8.50229 -4.95901  -0.0033
H 0.12582 -8.96130 -2.70372  0.3585
C -9.96697 -2.49109 1.64037  0.4062
Br -11.21023 -1.18458 2.29930  0.0060
Br -8.45094 -2.68650 2.80782  -0.0440
Br -10.82370 -4.17450 1.30668  0.0081
H -9.59254 -2.12470 0.69634  -0.3635
C 8.15969 6.85794 3.73367  0.3989
Br 8.02814 8.50711 2.75449  0.0008
Br 9.95638 6.18929 3.76390  0.0427
Br 7.42632 7.02953 5.50218  -0.0113
H 7.55484 6.13118 3.21181  -0.4199
C 1.58238 -8.84574 -8.62428  -0.2052
Br 1.54128 -10.24405 -9.93786  0.0022
Br 2.81222 -9.24405 -7.20279  0.0012
Br 1.95332 -7.13483 -9.41768  -0.0062
H 0.59713 -8.78660 -8.18458  0.2001
C -4.51024 6.74897 -7.20777  -0.2890
Br -5.44448 6.27020 -5.59883  -0.0237
Br -2.98763 7.85880 -6.83855  -0.0058
Br -4.01596 5.19458 -8.22900  -0.0478
H -5.19186 7.32582 -7.81604  0.3423
C 5.37564 4.46295 -3.38831  0.5437
Br 6.57562 2.98979 -3.68028  -0.0229
Br 6.33813 6.10218 -3.11416  -0.0414
Br 4.08300 4.61241 -4.80221  -0.0196
H 4.82275 4.26393 -2.48257  -0.4586
C 14.09515 7.63618 4.62562  -0.3247
Br 13.46259 9.37688 4.12000  0.0052
Br 13.21888 6.99856 6.21169  -0.0062
Br 13.93484 6.38117 3.17571  -0.0252
H 15.14729 7.72543 4.85369  0.3369
C -14.20197 -3.43794 -1.21156  -0.3237
Br -12.77875 -2.17958 -1.50263  0.0239
Br -15.13514 -3.06844 0.42530  -0.0002
Br -15.39438 -3.51409 -2.71438  -0.0293
H -13.74825 -4.41328 -1.10942  0.3275

(3)
Density functional theory data (wB97M-V/def2-TZVPD) for a molecular structure, C6H12ClO16S3Ti.

Output
Frontier orbital gap (alpha / beta) in eV: 6.1 / 8.3
Spin multiplicity: 4
ΔE to the lowest compared entry with this formula, charge and spin in eV: 4.1765
Total charge: 0
Calculated total energy in eV: -107303.0528

Last column: Löwdin spin population.
Geometry (Å):
Ti 18.27528 -4.54746 3.61649  2.6728
Cl 16.62205 -7.69226 5.06463  0.0049
O 16.14648 -8.27389 3.89200  0.0021
O 15.54771 -7.40357 6.04016  0.0004
O 17.43655 -8.74378 5.56587  0.0007
O 17.35073 -6.55562 4.59770  0.0344
C 12.57416 -5.81283 2.94842  0.0005
C 12.26961 -4.37408 3.37165  0.0004
O 13.44630 -3.69441 2.95297  0.0008
S 14.55817 -4.49679 1.98528  0.0108
O 15.74541 -4.85089 2.75946  0.0349
O 14.62545 -3.69135 0.74718  0.0021
O 13.53249 -5.77596 1.94471  0.0016
H 11.57571 -6.24275 2.86862  0.0001
H 13.25602 -6.37197 3.58915  0.0001
H 12.07130 -4.20749 4.43043  0.0001
H 11.37713 -4.09175 2.81320  0.0001
C 20.19978 -3.51591 9.45555  0.0006
C 18.62815 -3.57735 9.57649  0.0003
O 18.19500 -3.56099 8.15023  0.0009
S 19.53204 -3.65718 7.08946  0.0150
O 19.81926 -2.31571 6.64368  0.0049
O 19.31156 -4.73607 6.11485  0.0443
O 20.63383 -4.10040 8.17480  0.0016
H 20.67845 -4.08540 10.25222  0.0001
H 20.56100 -2.48765 9.43808  0.0001
H 18.24225 -2.61536 9.91378  0.0001
H 18.21328 -4.40932 10.14553  0.0001
C 15.88696 -0.98325 2.60720  0.0027
C 17.21822 -1.71392 2.39922  0.0269
O 17.38612 -2.54393 3.56774  0.0749
S 16.33749 -2.28027 4.86724  0.0200
O 16.87587 -1.32048 5.81188  0.0035
O 15.78829 -3.53335 5.27799  0.0181
O 15.36112 -1.45695 3.80952  0.0025
H 15.25609 -1.14061 1.73235  0.0002
H 15.91030 0.01233 3.05036  0.0003
H 18.00385 -1.00190 2.65207  0.0021
H 17.41496 -2.13819 1.41466  0.0139

(4)
Density functional theory data (wB97M-V/def2-TZVPD) for 2 unconnected molecules or ions with the total composition CH7N2O.

Output
Frontier orbital gap in eV: 11.3
ΔE to the lowest compared entry with this formula, charge and spin in eV: 1.1996
Total charge: +1
Calculated total energy in eV: -6171.3064

Last column: Mulliken charge in e.
Geometry (Å):
N 0.88492 -0.93690 0.47052  -0.3134
C -0.26489 -1.38343 0.03798  0.2760
N -1.34690 -0.55027 0.22516  -0.2450
H 1.04557 -0.07624 0.83154  0.1975
H 1.72343 -1.39435 0.15471  0.2628
H -0.50422 -2.25273 -0.49965  0.4046
H -2.16364 -0.80308 -0.12224  0.1934
H -1.05719 0.23307 0.77650  0.2114
H 0.06749 3.05884 -0.60516  0.3298
H 1.50408 2.21815 -0.65424  0.3347
O 0.52596 2.21589 -0.62239  -0.6518

(5)
Density functional theory data (wB97M-V/def2-TZVPD) for 2 unconnected molecules or ions with the total composition C2H3FO3S.

Output
Frontier orbital gap in eV: 9.8
ΔE to the lowest compared entry with this formula, charge and spin in eV: 1.8766
Total charge: 0
Calculated total energy in eV: -21815.2572
Structure (SMILES): C=S(=O)=O.O=CF

Last column: Mulliken charge in e.
Geometry (Å):
C 1.41676 -0.72310 0.54109  -0.6078
S 1.90927 0.75790 0.05941  1.0229
O 2.10476 1.76166 1.05871  -0.5220
O 2.55840 0.86519 -1.20938  -0.5326
H 0.83519 -0.74376 1.43865  0.3205
H 1.18656 -1.39852 -0.25709  0.3092
O -0.26640 1.49579 -0.74638  -0.3442
C -1.37497 1.85887 -0.55978  0.2273
F -1.70884 2.64107 0.46065  -0.1759
H -2.27161 1.62331 -1.14979  0.3025